Formula: C19H54NO22P6
Source: the Open Molecules 2025 dataset
Level of theory: ωB97M-V with the def2-TZVPD basis set

```
102
C19H54NO22P6 | the Open Molecules 2025 dataset | ωB97M-V with the def2-TZVPD basis set
C 6.34 1.76 2.08
P 5.15 1.37 0.72
C 4.18 -0.13 1.10
N 4.15 2.71 0.31
C 3.52 3.43 1.44
C 2.33 2.67 2.08
O 1.74 1.80 1.42
O 2.04 3.05 3.23
H 6.52 0.90 2.72
H 7.28 2.00 1.61
H 6.06 2.59 2.72
H 3.20 -0.07 0.65
H 4.14 -0.40 2.15
H 4.69 -0.94 0.59
H 4.78 3.37 -0.12
H 4.21 3.77 2.21
H 3.07 4.33 1.02
C 0.49 3.06 -0.87
O 0.73 3.94 -2.00
P 0.02 3.53 -3.39
O -1.37 3.15 -3.03
O 0.96 2.24 -3.67
C 2.39 2.36 -3.49
O -0.08 3.83 -5.00
C -0.96 4.90 -5.40
H 1.31 3.19 -0.18
H -0.44 3.33 -0.39
H 0.47 2.01 -1.18
H 2.68 1.86 -2.57
H 2.71 3.40 -3.44
H 2.88 1.88 -4.34
H -0.84 5.78 -4.77
H -1.99 4.56 -5.37
H -0.70 5.16 -6.43
C 13.20 5.47 3.35
O 11.98 5.98 2.81
P 10.67 5.03 3.01
O 10.76 4.55 4.40
O 11.15 3.90 1.94
C 11.64 4.30 0.66
O 9.11 4.79 2.61
C 8.13 5.52 3.39
H 14.01 5.96 2.82
H 13.27 5.70 4.41
H 13.28 4.39 3.20
H 12.73 4.18 0.64
H 11.40 5.34 0.43
H 11.20 3.66 -0.09
H 8.43 6.56 3.51
H 8.00 5.05 4.36
H 7.18 5.49 2.86
C -2.01 -0.67 -0.42
O -1.84 -1.10 0.93
P -3.01 -0.65 1.98
O -4.28 -0.92 1.24
O -2.58 0.89 1.96
C -1.18 1.25 2.13
O -3.54 -0.49 3.52
C -4.19 -1.64 4.11
H -1.03 -0.68 -0.88
H -2.66 -1.37 -0.95
H -2.43 0.33 -0.48
H -0.77 1.56 1.17
H -0.59 0.43 2.52
H -1.12 2.09 2.82
H -3.65 -2.56 3.91
H -5.21 -1.72 3.73
H -4.22 -1.48 5.19
C -8.28 -5.90 0.79
O -8.41 -4.94 -0.25
P -8.20 -3.34 0.20
O -6.99 -3.60 1.04
O -9.59 -3.33 1.06
C -10.82 -3.66 0.41
O -8.13 -1.70 0.34
C -6.97 -1.02 -0.22
H -8.81 -6.80 0.46
H -7.23 -6.15 0.94
H -8.72 -5.55 1.72
H -11.13 -4.66 0.71
H -10.74 -3.62 -0.67
H -11.58 -2.94 0.73
H -6.74 -1.40 -1.21
H -6.10 -1.14 0.43
H -7.22 0.04 -0.30
C -6.76 -7.44 -3.48
O -5.81 -6.44 -3.83
P -4.26 -6.74 -3.38
O -4.05 -8.17 -3.74
O -4.53 -6.52 -1.81
C -5.27 -5.35 -1.37
O -2.75 -6.16 -3.25
C -1.91 -6.20 -4.42
H -7.74 -6.95 -3.47
H -6.77 -8.23 -4.23
H -6.55 -7.86 -2.50
H -6.27 -5.66 -1.07
H -5.35 -4.61 -2.16
H -4.76 -4.91 -0.52
H -2.45 -5.87 -5.31
H -1.54 -7.22 -4.57
H -1.07 -5.54 -4.25
```

Values from the calculation:
- orbital gap (eV) = 4.317
- LUMO energy (eV) = -0.34
- total energy (eV) = -122847.58141
- net charge = -1
- strongest force on any atom (hartree/bohr) = 0.16058
- HOMO energy (eV) = -4.7



Formula: C19H54O13
Source: the Open Molecules 2025 dataset
Level of theory: ωB97M-V with the def2-TZVPD basis set

```
86
C19H54O13 | the Open Molecules 2025 dataset | ωB97M-V with the def2-TZVPD basis set
C 32.96 10.93 -12.77
C 31.51 11.15 -13.06
C 30.64 11.41 -11.71
O 31.46 12.28 -13.87
H 33.47 10.62 -13.68
H 33.24 10.25 -11.96
H 33.40 11.90 -12.53
H 31.12 10.25 -13.54
H 30.25 10.65 -11.03
H 29.64 11.76 -11.99
H 31.07 12.27 -11.19
H 31.19 13.02 -13.31
C 23.07 16.45 -12.81
C 24.01 15.23 -12.52
C 24.78 14.80 -13.73
O 24.80 15.61 -11.41
H 22.74 16.80 -11.83
H 22.32 16.28 -13.58
H 23.68 17.21 -13.29
H 23.44 14.35 -12.22
H 24.71 13.76 -14.05
H 25.85 15.01 -13.68
H 24.43 15.36 -14.60
H 25.32 14.88 -11.07
C 15.95 13.77 -15.46
C 16.92 14.72 -14.83
C 17.75 14.06 -13.78
O 17.61 15.23 -15.93
H 15.09 14.18 -15.98
H 15.52 12.95 -14.88
H 16.52 13.24 -16.22
H 16.29 15.43 -14.30
H 18.72 13.71 -14.14
H 17.08 13.34 -13.31
H 18.02 14.77 -13.00
H 18.06 14.46 -16.30
O 18.72 23.52 -11.45
C 18.83 22.39 -12.29
C 19.72 22.55 -13.57
O 21.17 22.74 -13.31
H 18.30 24.17 -12.02
H 19.27 21.52 -11.80
H 17.87 22.16 -12.75
H 19.49 23.48 -14.08
H 19.45 21.81 -14.32
H 21.15 23.63 -12.97
O 25.72 12.23 -4.66
C 25.17 13.06 -5.66
C 24.56 12.32 -6.87
O 25.69 12.05 -7.73
H 26.58 11.95 -4.98
H 24.28 13.53 -5.24
H 25.76 13.91 -6.00
H 23.88 12.93 -7.48
H 24.21 11.32 -6.60
H 25.44 11.46 -8.44
O 21.57 8.03 -13.53
C 21.03 9.08 -12.68
C 21.72 9.01 -11.29
O 23.14 9.19 -11.50
H 21.25 8.07 -14.44
H 21.18 10.06 -13.15
H 19.94 9.10 -12.65
H 21.48 8.10 -10.74
H 21.39 9.83 -10.65
H 23.34 8.57 -12.20
O 25.66 8.97 -16.09
C 25.56 9.27 -17.40
C 24.09 9.27 -17.87
O 23.35 10.20 -17.08
H 25.99 8.07 -16.15
H 25.87 10.29 -17.63
H 26.30 8.61 -17.84
H 23.75 8.26 -17.69
H 23.95 9.52 -18.92
H 23.67 10.08 -16.18
O 26.61 21.79 -12.35
C 27.31 20.63 -11.84
C 27.39 20.69 -10.30
O 26.04 20.38 -9.78
H 25.73 21.88 -11.96
H 26.87 19.68 -12.16
H 28.32 20.55 -12.23
H 27.57 21.73 -10.04
H 28.13 20.04 -9.84
H 25.79 19.54 -10.16
```

Values from the calculation:
- orbital gap (eV) = 10.160
- LUMO energy (eV) = 0.10
- structure (SMILES) = CC(C)O.CC(C)O.CC(C)O.OCCO.OCCO.OCCO.OCCO.OCCO
- total energy (eV) = -47189.75933
- strongest force on any atom (hartree/bohr) = 0.07186
- HOMO energy (eV) = -10.1



Formula: C19H56N8O9
Source: the Open Molecules 2025 dataset
Level of theory: ωB97M-V with the def2-TZVPD basis set

```
92
C19H56N8O9 | the Open Molecules 2025 dataset | ωB97M-V with the def2-TZVPD basis set
N 4.35 0.56 -0.01
C 3.43 0.11 -0.85
N 3.69 0.38 -2.10
O 2.21 -0.39 -0.41
H 4.29 0.09 0.86
H 5.28 0.91 -0.37
H 2.90 0.22 -2.76
H 4.61 0.55 -2.49
N -0.50 -2.10 -0.07
C -0.94 -1.15 0.68
N -0.05 -0.25 0.88
O -2.24 -1.13 1.11
H -1.12 -2.85 -0.40
H 0.49 -2.19 -0.22
H -0.25 0.56 1.50
H 0.89 -0.26 0.45
N -1.45 -0.65 -4.38
C -1.48 -1.25 -3.20
N -0.52 -0.81 -2.39
O -2.46 -2.16 -2.84
H -2.27 -0.97 -4.95
H -0.90 0.13 -4.67
H -0.53 -1.31 -1.42
H 0.35 -0.47 -2.77
N -3.17 3.77 0.62
C -3.64 3.20 1.63
N -3.56 1.89 1.55
O -4.08 3.87 2.73
H -3.40 4.81 0.51
H -2.95 3.20 -0.17
H -3.93 1.36 2.38
H -3.32 1.45 0.64
C 1.96 -4.81 -1.13
C 1.92 -4.84 -2.60
C 1.18 -3.61 -3.10
O 3.09 -4.71 -3.09
H 1.01 -4.91 -0.61
H 2.47 -3.98 -0.71
H 2.44 -5.70 -0.79
H 1.51 -5.78 -3.00
H 0.05 -3.70 -3.10
H 1.30 -3.40 -4.17
H 1.47 -2.68 -2.61
H 2.94 -4.94 -3.99
C 2.68 -2.67 1.55
C 3.08 -1.54 2.39
C 2.58 -1.70 3.84
O 4.25 -1.17 2.35
H 3.18 -2.53 0.57
H 1.55 -2.64 1.47
H 3.19 -3.55 1.94
H 2.53 -0.66 2.01
H 2.31 -0.72 4.23
H 3.35 -2.16 4.44
H 1.74 -2.43 3.93
H 4.89 -1.94 2.41
C -0.77 -0.17 4.08
C -0.59 1.31 3.89
C 0.86 1.77 4.10
O -0.84 1.69 2.75
H -1.85 -0.32 3.98
H -0.43 -0.47 5.07
H -0.26 -0.65 3.27
H -1.26 1.83 4.56
H 1.36 1.45 5.01
H 0.95 2.85 4.02
H 1.55 1.51 3.23
H -1.77 1.67 2.40
C 0.35 2.72 -1.54
C -0.01 3.09 -0.15
C 1.20 3.21 0.67
O -0.65 4.19 -0.04
H 0.67 1.70 -1.75
H 1.15 3.40 -1.93
H -0.57 2.77 -2.12
H -0.65 2.27 0.17
H 1.84 3.97 0.46
H 1.70 2.28 0.52
H 0.97 3.21 1.73
H -1.53 4.01 0.31
C -5.01 0.71 -1.70
C -3.64 1.31 -2.00
C -3.72 2.73 -2.43
O -2.76 1.26 -1.12
H -5.65 0.90 -2.55
H -5.41 1.19 -0.84
H -4.90 -0.39 -1.55
H -3.28 0.70 -2.81
H -4.28 3.33 -1.78
H -4.28 2.83 -3.35
H -2.76 3.22 -2.45
H -2.14 0.57 -1.41
```

Values from the calculation:
- orbital gap (eV) = 8.664
- LUMO energy (eV) = -0.26
- structure (SMILES) = NC(N)=O.NC(N)=O.NC(N)=O.NC(N)=O.CC(C)O.CC(C)O.CC(C)O.CC(C)O.CC(C)O
- total energy (eV) = -50954.42234
- strongest force on any atom (hartree/bohr) = 0.24319
- HOMO energy (eV) = -8.9



Formula: C19H56N8O9
Source: the Open Molecules 2025 dataset
Level of theory: ωB97M-V with the def2-TZVPD basis set

```
92
C19H56N8O9 | the Open Molecules 2025 dataset | ωB97M-V with the def2-TZVPD basis set
C -1.95 -0.74 -3.25
O -1.49 0.08 -4.00
N -1.66 -1.97 -3.17
N -2.83 -0.40 -2.33
H -0.96 -2.22 -3.84
H -2.24 -2.64 -2.68
H -2.95 0.60 -2.32
H -3.21 -1.02 -1.63
C -3.52 2.12 1.25
O -4.03 2.79 2.13
N -4.07 1.89 0.09
N -2.35 1.61 1.41
H -3.58 1.43 -0.66
H -4.96 2.35 -0.05
H -1.90 1.67 2.31
H -1.80 1.33 0.61
C -2.44 -1.76 0.30
O -2.34 -1.44 -0.87
N -2.19 -2.92 0.82
N -2.76 -0.99 1.23
H -1.93 -3.69 0.22
H -2.27 -3.14 1.80
H -2.66 0.01 1.10
H -2.66 -1.38 2.16
C -3.22 2.27 -2.30
O -3.96 1.33 -2.37
N -1.95 2.25 -1.97
N -3.60 3.46 -2.32
H -1.56 3.16 -1.77
H -1.72 1.42 -1.43
H -3.09 4.29 -2.07
H -4.49 3.64 -2.75
C 2.82 -0.21 0.05
C 3.50 -0.91 1.25
C 3.31 -2.47 1.09
O 4.88 -0.63 1.04
H 3.39 -0.47 -0.84
H 2.83 0.88 0.13
H 1.78 -0.46 -0.13
H 3.05 -0.46 2.13
H 3.79 -2.92 0.22
H 2.33 -2.83 0.79
H 3.63 -2.98 2.01
H 5.35 -0.86 1.85
C 1.56 3.62 1.63
C 1.95 2.77 2.86
C 1.92 1.31 2.70
O 3.31 3.10 3.08
H 1.89 4.66 1.61
H 0.49 3.80 1.51
H 1.94 3.08 0.76
H 1.32 3.19 3.65
H 0.89 1.11 2.40
H 2.17 0.73 3.59
H 2.55 0.86 1.94
H 3.52 2.76 3.96
C 2.21 -0.49 -3.92
C 2.37 -1.79 -3.18
C 1.42 -1.97 -2.00
O 2.20 -2.83 -4.11
H 2.55 0.28 -3.23
H 1.22 -0.16 -4.24
H 2.87 -0.51 -4.79
H 3.43 -1.91 -2.93
H 1.63 -1.35 -1.13
H 1.48 -2.95 -1.51
H 0.35 -1.79 -2.16
H 2.79 -3.53 -3.83
C 0.06 0.14 -1.74
C -0.49 0.55 -0.35
C 0.02 1.93 0.14
O -1.88 0.55 -0.47
H 1.13 0.31 -1.70
H -0.24 0.77 -2.58
H -0.17 -0.88 -2.04
H -0.26 -0.23 0.38
H 1.07 1.92 0.43
H -0.57 2.39 0.93
H -0.09 2.61 -0.71
H -2.10 -0.34 -0.76
C 0.30 -2.85 3.12
C 0.28 -1.34 3.17
C 0.28 -0.82 1.69
O -0.94 -1.03 3.76
H 0.20 -3.33 4.09
H 1.16 -3.27 2.61
H -0.53 -3.23 2.52
H 1.07 -0.97 3.81
H 0.00 0.23 1.80
H -0.51 -1.33 1.14
H 1.27 -1.02 1.28
H -1.45 -1.82 3.55
```

Values from the calculation:
- orbital gap (eV) = 6.982
- LUMO energy (eV) = -0.12
- total energy (eV) = -50940.68236
- strongest force on any atom (hartree/bohr) = 0.23218
- HOMO energy (eV) = -7.1



Formula: C19H58N16O15PZn2
Source: the Open Molecules 2025 dataset
Level of theory: ωB97M-V with the def2-TZVPD basis set

```
111
C19H58N16O15PZn2 | the Open Molecules 2025 dataset | ωB97M-V with the def2-TZVPD basis set
Zn -0.76 1.08 -2.34
Zn 0.66 -0.90 2.15
P -0.06 -0.03 -0.17
O 1.12 -0.92 0.28
O -0.83 0.00 1.18
O -0.90 -0.62 -1.36
O 0.25 1.42 -0.73
C 1.13 2.24 2.84
O 1.13 1.00 2.87
N 1.45 3.06 3.88
N 0.75 2.96 1.76
H 1.50 2.71 4.82
H 1.28 4.03 3.73
H 0.53 2.51 0.88
H 0.98 3.94 1.82
C 0.57 -4.00 -2.07
O 0.93 -5.09 -2.50
N 1.22 -3.27 -1.13
N -0.62 -3.45 -2.43
H 0.89 -2.37 -0.79
H 2.03 -3.72 -0.74
H -0.94 -2.57 -2.05
H -1.03 -3.91 -3.22
C 4.04 1.23 -0.26
O 5.20 1.60 -0.43
N 2.95 1.95 -0.58
N 3.70 0.07 0.35
H 2.00 1.59 -0.53
H 3.23 2.89 -0.81
H 2.77 -0.27 0.09
H 4.38 -0.56 0.73
C 1.94 -0.17 -3.67
O 0.79 0.24 -3.45
N 2.43 -1.36 -3.27
N 2.80 0.45 -4.53
H 3.43 -1.43 -3.20
H 1.86 -1.81 -2.58
H 2.81 1.46 -4.52
H 3.58 -0.04 -4.92
C -4.67 -1.02 -0.25
O -5.89 -0.95 -0.43
N -3.92 -2.07 -0.67
N -3.93 0.01 0.24
H -2.94 -1.90 -0.82
H -4.39 -2.83 -1.13
H -4.42 0.86 0.52
H -2.98 -0.20 0.51
C -1.42 -1.22 4.32
O -0.17 -1.22 4.20
N -1.97 -1.72 5.45
N -2.31 -0.74 3.45
H -1.31 -2.09 6.11
H -2.96 -1.70 5.60
H -3.26 -0.98 3.67
H -2.08 -0.43 2.51
C -0.08 4.04 -2.92
O -0.42 2.89 -3.26
N -0.38 5.13 -3.65
N 0.33 4.33 -1.68
H -0.06 6.02 -3.30
H -0.75 5.07 -4.58
H 0.41 3.54 -1.05
H 0.33 5.27 -1.34
C -3.58 2.97 1.61
O -4.35 2.63 0.46
C -4.18 3.55 -0.61
C -2.89 3.24 -1.38
N -2.69 1.87 -1.84
C -3.71 1.57 -2.89
C -3.22 0.36 -3.67
O -1.86 0.49 -4.06
C -1.52 -0.26 -5.21
H -4.07 2.47 2.45
H -3.49 3.99 1.96
H -2.57 2.55 1.60
H -4.23 4.59 -0.27
H -5.14 3.48 -1.14
H -2.10 3.46 -0.65
H -2.82 3.90 -2.26
H -2.95 1.29 -1.04
H -3.74 2.44 -3.54
H -4.68 1.33 -2.44
H -3.92 0.20 -4.50
H -3.26 -0.55 -3.06
H -1.50 -1.34 -5.01
H -0.55 0.05 -5.60
H -2.30 -0.26 -5.98
C 6.44 -2.32 1.75
O 5.31 -1.54 2.13
C 4.86 -1.68 3.46
C 3.41 -1.18 3.54
N 2.43 -1.81 2.61
C 1.98 -3.10 3.21
C 0.82 -3.82 2.39
O -0.13 -2.80 2.07
C -1.24 -3.32 1.34
H 6.29 -3.39 1.89
H 7.36 -2.02 2.26
H 6.64 -2.06 0.72
H 5.40 -0.99 4.10
H 4.93 -2.73 3.76
H 3.45 -0.12 3.30
H 3.02 -1.29 4.55
H 3.04 -2.14 1.86
H 1.60 -2.97 4.22
H 2.83 -3.77 3.34
H 0.35 -4.59 3.00
H 1.30 -4.29 1.53
H -1.85 -2.46 1.11
H -1.93 -3.92 1.94
H -0.93 -3.72 0.38
```

Values from the calculation:
- orbital gap (eV) = 8.725
- LUMO energy (eV) = -2.10
- total energy (eV) = -181331.64644
- net charge = +1
- strongest force on any atom (hartree/bohr) = 0.05712
- HOMO energy (eV) = -10.8



Copy entry 1 word for word.
Formula: C19H54NO22P6
Source: the Open Molecules 2025 dataset
Level of theory: ωB97M-V with the def2-TZVPD basis set

```
102
C19H54NO22P6 | the Open Molecules 2025 dataset | ωB97M-V with the def2-TZVPD basis set
C 6.34 1.76 2.08
P 5.15 1.37 0.72
C 4.18 -0.13 1.10
N 4.15 2.71 0.31
C 3.52 3.43 1.44
C 2.33 2.67 2.08
O 1.74 1.80 1.42
O 2.04 3.05 3.23
H 6.52 0.90 2.72
H 7.28 2.00 1.61
H 6.06 2.59 2.72
H 3.20 -0.07 0.65
H 4.14 -0.40 2.15
H 4.69 -0.94 0.59
H 4.78 3.37 -0.12
H 4.21 3.77 2.21
H 3.07 4.33 1.02
C 0.49 3.06 -0.87
O 0.73 3.94 -2.00
P 0.02 3.53 -3.39
O -1.37 3.15 -3.03
O 0.96 2.24 -3.67
C 2.39 2.36 -3.49
O -0.08 3.83 -5.00
C -0.96 4.90 -5.40
H 1.31 3.19 -0.18
H -0.44 3.33 -0.39
H 0.47 2.01 -1.18
H 2.68 1.86 -2.57
H 2.71 3.40 -3.44
H 2.88 1.88 -4.34
H -0.84 5.78 -4.77
H -1.99 4.56 -5.37
H -0.70 5.16 -6.43
C 13.20 5.47 3.35
O 11.98 5.98 2.81
P 10.67 5.03 3.01
O 10.76 4.55 4.40
O 11.15 3.90 1.94
C 11.64 4.30 0.66
O 9.11 4.79 2.61
C 8.13 5.52 3.39
H 14.01 5.96 2.82
H 13.27 5.70 4.41
H 13.28 4.39 3.20
H 12.73 4.18 0.64
H 11.40 5.34 0.43
H 11.20 3.66 -0.09
H 8.43 6.56 3.51
H 8.00 5.05 4.36
H 7.18 5.49 2.86
C -2.01 -0.67 -0.42
O -1.84 -1.10 0.93
P -3.01 -0.65 1.98
O -4.28 -0.92 1.24
O -2.58 0.89 1.96
C -1.18 1.25 2.13
O -3.54 -0.49 3.52
C -4.19 -1.64 4.11
H -1.03 -0.68 -0.88
H -2.66 -1.37 -0.95
H -2.43 0.33 -0.48
H -0.77 1.56 1.17
H -0.59 0.43 2.52
H -1.12 2.09 2.82
H -3.65 -2.56 3.91
H -5.21 -1.72 3.73
H -4.22 -1.48 5.19
C -8.28 -5.90 0.79
O -8.41 -4.94 -0.25
P -8.20 -3.34 0.20
O -6.99 -3.60 1.04
O -9.59 -3.33 1.06
C -10.82 -3.66 0.41
O -8.13 -1.70 0.34
C -6.97 -1.02 -0.22
H -8.81 -6.80 0.46
H -7.23 -6.15 0.94
H -8.72 -5.55 1.72
H -11.13 -4.66 0.71
H -10.74 -3.62 -0.67
H -11.58 -2.94 0.73
H -6.74 -1.40 -1.21
H -6.10 -1.14 0.43
H -7.22 0.04 -0.30
C -6.76 -7.44 -3.48
O -5.81 -6.44 -3.83
P -4.26 -6.74 -3.38
O -4.05 -8.17 -3.74
O -4.53 -6.52 -1.81
C -5.27 -5.35 -1.37
O -2.75 -6.16 -3.25
C -1.91 -6.20 -4.42
H -7.74 -6.95 -3.47
H -6.77 -8.23 -4.23
H -6.55 -7.86 -2.50
H -6.27 -5.66 -1.07
H -5.35 -4.61 -2.16
H -4.76 -4.91 -0.52
H -2.45 -5.87 -5.31
H -1.54 -7.22 -4.57
H -1.07 -5.54 -4.25
```

Values from the calculation:
- orbital gap (eV) = 4.317
- LUMO energy (eV) = -0.34
- total energy (eV) = -122847.58141
- net charge = -1
- strongest force on any atom (hartree/bohr) = 0.16058
- HOMO energy (eV) = -4.7